Record 1
{"formula": "C20H18BBrF9IrN7O2P", "method": "ωB97M-V/def2-TZVPD", "elements": ["Ir", "C", "N", "C", "C", "N", "C", "P", "C", "N", "C", "C", "N", "C", "C", "N", "C", "C", "N", "C", "H", "H", "H", "H", "H", "H", "H", "H", "H", "H", "H", "H", "H", "H", "H", "Br", "C", "C", "C", "C", "C", "N", "C", "O", "O", "H", "H", "H", "F", "C", "F", "C", "F", "F", "F", "F", "B", "F", "F", "F"], "positions_angstrom": [[0.137, -0.912, 0.611], [-2.147, 2.379, -3.117], [-1.837, 1.131, -2.417], [-2.594, -0.004, -2.482], [-2.016, -0.914, -1.659], [-0.899, -0.348, -1.096], [-0.838, 0.911, -1.551], [0.411, 2.148, -1.101], [0.158, 2.055, 0.698], [0.197, 0.901, 1.385], [0.013, 1.190, 2.721], [-0.104, 2.531, 2.826], [0.010, 3.057, 1.559], [-0.144, 4.476, 1.234], [1.830, 0.983, -1.068], [1.864, -0.171, -0.410], [3.118, -0.693, -0.542], [3.856, 0.161, -1.305], [3.038, 1.209, -1.625], [3.412, 2.360, -2.445], [-3.043, 2.214, -3.707], [-1.328, 2.648, -3.781], [-2.336, 3.160, -2.388], [-3.474, -0.068, -3.097], [-2.313, -1.926, -1.464], [-0.011, 0.426, 3.475], [-0.277, 3.158, 3.682], [-0.342, 5.008, 2.159], [-0.991, 4.591, 0.567], [0.773, 4.857, 0.787], [3.414, -1.620, -0.083], [4.880, 0.116, -1.633], [4.458, 2.258, -2.718], [3.280, 3.282, -1.884], [2.809, 2.390, -3.350], [0.647, -2.727, -2.555], [1.011, -3.545, -0.910], [1.377, -4.880, -0.920], [1.742, -5.488, 0.268], [1.777, -4.733, 1.429], [1.385, -3.417, 1.365], [0.972, -2.829, 0.221], [1.470, -2.521, 2.579], [1.909, -2.939, 3.615], [1.089, -1.296, 2.342], [1.376, -5.416, -1.856], [2.022, -6.532, 0.277], [2.094, -5.118, 2.387], [-1.729, -3.027, 0.354], [-1.489, -2.075, 1.326], [-1.075, -2.782, 2.414], [-2.894, -1.562, 1.742], [-3.595, -2.615, 2.179], [-2.785, -0.691, 2.737], [-3.560, -1.043, 0.722], [-2.795, 3.173, 1.908], [-2.988, 2.451, 0.735], [-2.382, 1.178, 0.828], [-2.246, 3.142, -0.328], [-4.302, 2.350, 0.360]], "s_squared": 0.754, "e_homo_ev": [-12.416, -12.403], "orbital_gap_ev": [8.7, 6.1], "spin_multiplicity": 2, "de_lowest_kj_mol": 0.0, "energy_ev": -142863.9356, "largest_force_ha_per_bohr": 0.0199, "total_charge": 1}

Record 2
{"formula": "C3H8N2O", "method": "ωB97M-V/def2-TZVPD", "elements": ["H", "N", "C", "C", "C", "N", "H", "H", "H", "H", "H", "O", "H", "H"], "positions_angstrom": [[0.503, -1.805, -1.606], [0.479, -2.251, -0.677], [0.228, -1.399, 0.215], [0.171, 0.333, -0.228], [0.577, 1.168, 0.944], [0.391, 0.520, -1.457], [1.059, 1.254, -1.672], [0.268, -1.712, 1.263], [1.580, 0.903, 1.277], [0.542, 2.230, 0.694], [-0.113, 0.983, 1.766], [-1.905, 0.207, 0.095], [-2.266, 0.323, -0.794], [-1.514, -0.754, 0.181]], "e_homo_ev": -9.010, "orbital_gap_ev": 9.8, "de_lowest_kj_mol": 366.0, "energy_ev": -8265.5331, "largest_force_ha_per_bohr": 0.0760}

Record 3
{"formula": "C21H70N10O14", "method": "ωB97M-V/def2-TZVPD", "elements": ["C", "C", "O", "H", "H", "H", "H", "H", "H", "C", "C", "O", "H", "H", "H", "H", "H", "H", "C", "C", "O", "H", "H", "H", "H", "H", "H", "C", "C", "O", "H", "H", "H", "H", "H", "H", "C", "C", "O", "H", "H", "H", "H", "H", "H", "C", "C", "O", "H", "H", "H", "H", "H", "H", "C", "C", "O", "H", "H", "H", "H", "H", "H", "C", "O", "N", "N", "H", "H", "H", "H", "C", "O", "N", "N", "H", "H", "H", "H", "C", "O", "N", "N", "H", "H", "H", "H", "C", "O", "N", "N", "H", "H", "H", "H", "C", "O", "N", "N", "H", "H", "H", "H", "C", "O", "H", "H", "H", "H", "C", "O", "H", "H", "H", "H"], "positions_angstrom": [[2.446, 4.652, 1.107], [0.935, 4.563, 1.253], [0.517, 3.323, 0.733], [2.833, 5.559, 1.604], [2.679, 4.607, 0.075], [2.908, 3.815, 1.617], [0.491, 5.450, 0.774], [0.574, 4.514, 2.255], [0.220, 3.489, -0.136], [0.707, -5.197, -3.898], [1.474, -4.255, -3.004], [0.590, -3.433, -2.212], [1.443, -5.904, -4.333], [0.203, -4.769, -4.731], [-0.027, -5.827, -3.373], [2.062, -3.574, -3.534], [2.074, -4.793, -2.266], [1.011, -3.353, -1.370], [0.142, -0.191, -3.531], [-0.982, 0.724, -4.116], [-1.893, 1.116, -3.091], [0.546, -0.678, -4.405], [-0.222, -0.884, -2.760], [0.823, 0.445, -2.996], [-1.581, 0.246, -4.836], [-0.582, 1.625, -4.591], [-2.361, 0.351, -2.750], [4.860, 1.658, 0.475], [3.660, 0.887, 1.108], [4.193, -0.275, 1.726], [4.440, 2.614, 0.092], [5.320, 1.236, -0.396], [5.579, 1.951, 1.202], [2.875, 0.633, 0.393], [3.087, 1.400, 1.899], [4.287, -0.051, 2.641], [-4.127, 3.212, -1.240], [-2.949, 2.955, -0.296], [-3.282, 1.872, 0.547], [-3.980, 4.138, -1.791], [-4.983, 3.414, -0.623], [-4.287, 2.345, -1.865], [-2.476, 3.757, 0.182], [-2.118, 2.567, -0.918], [-3.546, 1.170, -0.016], [-0.334, -1.424, 3.934], [1.162, -1.249, 3.757], [1.748, -2.555, 3.740], [-0.745, -0.469, 4.302], [-0.563, -2.135, 4.742], [-1.005, -1.677, 3.142], [1.449, -0.717, 4.666], [1.451, -0.599, 2.917], [1.956, -2.841, 2.841], [2.568, 3.153, -2.353], [1.379, 4.069, -2.537], [0.248, 3.292, -2.112], [3.470, 3.779, -2.300], [2.573, 2.393, -3.089], [2.559, 2.590, -1.371], [1.321, 4.408, -3.547], [1.489, 4.965, -1.914], [-0.282, 3.266, -2.877], [-2.579, -4.138, -1.753], [-3.588, -5.089, -2.018], [-2.020, -3.425, -2.703], [-2.147, -3.797, -0.560], [-2.371, -3.660, -3.673], [-0.987, -3.224, -2.623], [-2.490, -4.451, 0.248], [-1.392, -3.174, -0.409], [1.136, -3.654, 1.065], [-0.147, -3.890, 1.545], [1.400, -2.719, 0.255], [2.186, -4.381, 1.406], [0.616, -2.070, -0.036], [2.327, -2.396, 0.003], [2.023, -5.157, 2.100], [3.153, -4.223, 1.183], [-3.456, 0.159, 3.353], [-3.804, -0.712, 2.353], [-3.553, -0.037, 4.632], [-2.913, 1.313, 3.150], [-3.845, -1.100, 4.794], [-3.009, 0.463, 5.333], [-2.953, 1.700, 2.131], [-2.914, 2.021, 3.835], [0.594, 2.165, 4.130], [1.985, 2.550, 4.004], [-0.174, 1.946, 3.139], [0.023, 1.928, 5.294], [0.257, 2.255, 2.240], [-1.166, 1.624, 3.105], [0.498, 2.183, 6.127], [-0.820, 1.397, 5.408], [-3.964, -0.813, -1.266], [-4.795, 0.234, -0.994], [-3.532, -1.218, -2.402], [-3.492, -1.571, -0.287], [-3.974, -0.810, -3.203], [-2.969, -2.075, -2.647], [-3.592, -1.294, 0.676], [-2.992, -2.501, -0.386], [2.957, -0.792, -1.784], [3.762, -1.567, -0.885], [3.541, -0.058, -2.333], [2.188, -0.233, -1.215], [2.408, -1.370, -2.552], [4.159, -1.014, -0.183], [-0.412, 0.159, 0.123], [-0.704, -1.131, -0.413], [-1.110, 0.547, 0.873], [-0.238, 0.789, -0.727], [0.520, 0.134, 0.606], [-1.628, -1.177, -0.609]], "e_homo_ev": -9.141, "orbital_gap_ev": 9.5, "de_lowest_kj_mol": 119.0, "energy_ev": -66474.5387, "largest_force_ha_per_bohr": 0.1694}

Record 4
{"formula": "C4H7NO2", "method": "ωB97M-V/def2-TZVPD", "elements": ["O", "C", "C", "N", "C", "C", "O", "H", "H", "H", "H", "H", "H", "H"], "positions_angstrom": [[-2.240, -1.468, -1.268], [-0.284, -0.833, 0.170], [0.988, -0.707, 0.941], [1.522, 0.630, 0.620], [0.427, 1.419, 0.047], [-0.549, 0.373, -0.509], [-1.419, 0.583, -1.360], [-2.833, -0.874, -1.750], [-1.106, -1.500, 0.392], [0.795, -0.798, 2.021], [1.712, -1.495, 0.694], [2.269, 0.547, -0.058], [0.785, 2.081, -0.746], [-0.068, 2.040, 0.805]], "e_homo_ev": [-9.136, -9.094], "orbital_gap_ev": [7.7, 8.3], "de_lowest_kj_mol": 518.6, "energy_ev": -9841.9046, "largest_force_ha_per_bohr": 0.0282}

Record 5
{"formula": "H4N2O2Si", "method": "ωB97M-V/def2-TZVPD", "elements": ["N", "Si", "N", "O", "O", "H", "H", "H", "H"], "positions_angstrom": [[0.545, -0.512, -0.586], [-0.739, 0.536, 0.749], [-2.164, -0.258, -0.020], [-2.585, 0.145, -1.092], [-2.715, -1.028, 0.745], [0.629, -0.299, -1.523], [1.465, -0.480, -0.250], [-0.835, 2.063, 0.663], [-0.464, 0.088, 2.049]], "e_homo_ev": -9.987, "orbital_gap_ev": 9.7, "de_lowest_kj_mol": 157.5, "energy_ev": -15014.0333, "largest_force_ha_per_bohr": 0.1126}

Record 6
{"formula": "C36H107ClCrO22", "method": "ωB97M-V/def2-TZVPD", "elements": ["Cr", "Cl", "O", "O", "O", "O", "C", "C", "O", "H", "H", "H", "H", "H", "C", "C", "O", "H", "H", "H", "H", "H", "H", "C", "C", "O", "H", "H", "H", "H", "H", "H", "C", "C", "O", "H", "H", "H", "H", "H", "H", "C", "C", "O", "H", "H", "H", "H", "H", "H", "C", "C", "O", "H", "H", "H", "H", "H", "H", "C", "C", "O", "H", "H", "H", "H", "H", "H", "C", "C", "O", "H", "H", "H", "H", "H", "H", "C", "C", "O", "H", "H", "H", "H", "H", "H", "C", "C", "O", "H", "H", "H", "H", "H", "H", "C", "C", "O", "H", "H", "H", "H", "H", "H", "C", "C", "O", "H", "H", "H", "H", "H", "H", "C", "C", "O", "H", "H", "H", "H", "H", "H", "C", "C", "O", "H", "H", "H", "H", "H", "H", "C", "C", "O", "H", "H", "H", "H", "H", "H", "C", "C", "O", "H", "H", "H", "H", "H", "H", "C", "C", "O", "H", "H", "H", "H", "H", "H", "C", "C", "O", "H", "H", "H", "H", "H", "H"], "positions_angstrom": [[2.169, -3.244, -0.224], [0.451, -0.028, 0.247], [0.738, -1.238, -0.500], [1.716, 0.514, 0.516], [-0.306, 0.938, -0.531], [-0.138, -0.279, 1.535], [4.889, -6.340, 1.537], [3.535, -6.176, 0.865], [3.429, -4.982, 0.073], [5.197, -5.445, 2.078], [5.579, -6.562, 0.723], [4.892, -7.121, 2.298], [2.769, -6.184, 1.641], [3.333, -7.045, 0.238], [-5.297, 0.950, -3.001], [-4.029, 1.667, -3.230], [-4.381, 3.006, -3.517], [-5.741, 1.250, -2.051], [-5.024, -0.103, -2.937], [-6.113, 1.063, -3.715], [-3.563, 1.218, -4.107], [-3.445, 1.669, -2.310], [-4.566, 3.086, -4.456], [-1.647, -1.166, -3.850], [-0.790, -2.292, -4.434], [-1.014, -3.509, -3.738], [-2.638, -1.233, -4.299], [-1.234, -0.199, -4.138], [-1.743, -1.165, -2.764], [0.233, -1.932, -4.323], [-0.976, -2.432, -5.499], [-1.881, -3.823, -4.005], [0.192, 1.488, 4.198], [0.814, 1.032, 5.514], [-0.069, 1.366, 6.575], [-0.058, 2.546, 4.276], [-0.732, 0.944, 4.003], [0.894, 1.307, 3.384], [1.793, 1.496, 5.637], [0.956, -0.047, 5.459], [0.290, 1.003, 7.388], [0.774, -5.182, 3.741], [-0.040, -3.918, 4.042], [-0.787, -3.426, 2.975], [1.485, -5.083, 2.921], [0.206, -6.053, 3.412], [1.349, -5.508, 4.607], [0.701, -3.132, 4.195], [-0.690, -4.033, 4.909], [-1.395, -2.784, 3.349], [0.514, 4.237, -4.241], [-0.420, 3.195, -3.622], [-0.374, 3.525, -2.277], [1.568, 4.029, -4.062], [0.198, 5.214, -3.874], [0.421, 4.396, -5.316], [-0.059, 2.198, -3.877], [-1.390, 3.353, -4.095], [-0.718, 2.781, -1.778], [3.419, 1.602, -4.080], [2.341, 0.725, -3.509], [2.883, -0.533, -3.310], [4.179, 1.807, -3.326], [3.078, 2.587, -4.400], [3.874, 1.107, -4.937], [1.506, 0.731, -4.210], [1.977, 1.139, -2.568], [2.672, -1.017, -4.112], [-6.727, 2.748, 0.541], [-5.200, 2.850, 0.541], [-4.593, 2.038, 1.486], [-7.167, 3.386, -0.225], [-7.062, 3.069, 1.527], [-7.071, 1.722, 0.407], [-4.903, 3.880, 0.741], [-4.847, 2.521, -0.437], [-3.723, 2.382, 1.699], [-1.513, -4.973, -0.471], [-0.244, -5.277, 0.270], [0.273, -4.038, 0.729], [-1.912, -5.862, -0.960], [-1.372, -4.242, -1.267], [-2.277, -4.607, 0.216], [0.530, -5.779, -0.311], [-0.472, -6.006, 1.048], [-0.164, -3.819, 1.555], [-3.905, -2.285, -0.911], [-3.639, -0.910, -0.332], [-4.872, -0.390, 0.178], [-4.316, -2.864, -0.084], [-2.988, -2.731, -1.296], [-4.692, -2.331, -1.664], [-3.273, -0.314, -1.168], [-2.855, -0.996, 0.421], [-4.729, 0.436, 0.645], [3.508, -1.388, 3.601], [3.485, -2.605, 2.682], [2.498, -2.324, 1.708], [2.596, -1.290, 4.191], [3.532, -0.445, 3.055], [4.376, -1.396, 4.260], [3.177, -3.493, 3.235], [4.429, -2.846, 2.192], [1.807, -1.823, 2.148], [-2.746, 5.767, -1.150], [-2.933, 6.173, -2.633], [-4.194, 5.731, -3.131], [-2.849, 4.692, -1.005], [-3.472, 6.276, -0.515], [-1.743, 6.111, -0.897], [-2.178, 5.747, -3.293], [-2.905, 7.256, -2.750], [-4.088, 4.784, -3.251], [5.629, -0.704, -0.702], [5.113, -2.115, -0.877], [3.741, -2.051, -1.129], [5.125, -0.138, 0.082], [5.625, -0.121, -1.623], [6.691, -0.701, -0.458], [5.279, -2.672, 0.045], [5.622, -2.521, -1.751], [3.580, -1.389, -1.806], [3.663, 2.698, 2.555], [3.949, 4.063, 3.260], [5.096, 3.790, 4.072], [2.841, 2.886, 1.864], [3.404, 1.898, 3.248], [4.434, 2.260, 1.921], [3.144, 4.473, 3.871], [4.251, 4.810, 2.527], [5.274, 4.656, 4.446], [-1.782, 5.040, 2.328], [-1.130, 3.750, 1.744], [-1.960, 2.633, 1.941], [-2.723, 5.213, 1.806], [-1.217, 5.946, 2.109], [-2.086, 4.905, 3.366], [-0.199, 3.503, 2.254], [-1.024, 3.876, 0.666], [-1.380, 1.872, 1.861], [3.222, 3.787, -1.415], [2.637, 5.093, -0.805], [1.593, 5.586, -1.518], [2.442, 3.038, -1.549], [3.969, 3.319, -0.774], [3.633, 3.952, -2.411], [3.401, 5.869, -0.824], [2.358, 4.957, 0.240], [0.910, 4.925, -1.652], [1.897, -5.744, -3.479], [2.263, -4.272, -3.256], [1.413, -3.714, -2.236], [2.054, -6.389, -2.615], [2.466, -6.248, -4.261], [0.836, -5.835, -3.710], [2.207, -3.697, -4.180], [3.317, -4.186, -2.992], [0.569, -3.489, -2.636], [-4.696, -1.312, 3.834], [-3.224, -1.216, 3.327], [-2.449, -1.619, 4.449], [-4.949, -0.586, 4.607], [-5.005, -2.320, 4.112], [-5.365, -0.996, 3.034], [-3.070, -0.231, 2.886], [-3.114, -1.997, 2.575], [-2.622, -1.028, 5.185]], "s_squared": 6.004, "e_homo_ev": [-7.093, -7.804], "orbital_gap_ev": [7.2, 7.9], "spin_multiplicity": 5, "energy_ev": -125045.8515, "largest_force_ha_per_bohr": 0.0623}